## i
An isolated molecule of C18H24N2O2, computed with ωB97M-V/def2-TZVPD.

CARTESIAN COORDINATES (ANGSTROEM)
C  -0.034  7.494  1.192
C  0.070  6.029  0.947
C  0.205  5.357  -0.239
C  0.262  3.981  0.054
C  0.159  3.852  1.415
N  0.039  5.103  1.953
C  -0.096  5.374  3.356
H  -0.391  6.410  3.505
H  -0.859  4.726  3.794
H  0.848  5.201  3.882
C  0.181  2.630  2.277
N  0.485  1.447  1.514
C  -0.339  0.373  1.482
O  -1.337  0.296  2.176
C  0.087  -0.725  0.571
C  -0.285  -2.024  0.898
C  0.062  -3.097  0.101
C  0.788  -2.885  -1.069
C  1.145  -1.577  -1.413
C  0.803  -0.515  -0.606
H  1.072  0.483  -0.920
H  1.694  -1.425  -2.329
O  1.209  -3.845  -1.929
C  0.805  -5.186  -1.743
C  -0.648  -5.439  -2.171
C  -1.052  -6.867  -1.820
H  -0.978  -7.041  -0.748
H  -0.407  -7.580  -2.329
H  -2.078  -7.053  -2.127
C  -0.803  -5.176  -3.666
H  -0.454  -4.175  -3.909
H  -1.845  -5.262  -3.962
H  -0.219  -5.893  -4.240
H  -1.294  -4.740  -1.629
H  1.480  -5.765  -2.381
H  0.964  -5.499  -0.704
H  -0.240  -4.088  0.400
H  -0.858  -2.180  1.800
H  1.307  1.472  0.934
H  0.920  2.753  3.084
H  -0.798  2.450  2.737
H  0.350  3.186  -0.660
H  0.258  5.801  -1.214
H  0.761  7.844  1.852
H  0.052  8.019  0.245
H  -0.993  7.755  1.641

Computed properties:
Kohn-Sham gap in eV: 8.595
LUMO level in eV: 0.828
Total charge: 0
SMILES string: Cc1ccc(CNC(=O)c2ccc(OCC(C)C)cc2)n1C

## ii
An isolated molecule of C18H24N2O2, computed with ωB97M-V/def2-TZVPD.

CARTESIAN COORDINATES (ANGSTROEM)
C  -5.516  2.386  1.101
H  -5.651  2.643  0.044
O  -5.645  1.005  1.319
C  -4.762  0.165  0.694
C  -3.745  0.574  -0.144
C  -2.918  -0.402  -0.707
C  -3.135  -1.768  -0.418
C  -4.163  -2.174  0.426
C  -4.963  -1.201  0.973
H  -5.775  -1.458  1.634
H  -4.329  -3.218  0.644
N  -2.191  -2.491  -1.090
C  -1.394  -1.629  -1.794
C  -1.800  -0.340  -1.595
C  -1.167  0.896  -2.143
H  -1.936  1.574  -2.519
H  -0.503  0.634  -2.968
C  -0.357  1.626  -1.061
N  0.685  0.781  -0.531
C  2.003  1.043  -0.682
O  2.416  2.051  -1.217
C  2.911  -0.008  -0.054
C  4.267  -0.034  -0.757
C  5.215  -1.016  -0.077
C  5.391  -0.661  1.396
C  4.040  -0.648  2.103
C  3.096  0.342  1.428
H  3.511  1.350  1.499
H  2.127  0.342  1.934
H  4.169  -0.374  3.153
H  3.602  -1.649  2.070
H  5.850  0.327  1.477
H  6.057  -1.381  1.877
H  6.182  -1.003  -0.582
H  4.810  -2.029  -0.158
H  4.688  0.972  -0.733
H  4.129  -0.309  -1.805
H  2.438  -0.994  -0.132
H  0.387  -0.097  -0.135
H  0.134  2.507  -1.477
H  -1.021  1.931  -0.244
H  -0.589  -1.997  -2.402
H  -2.118  -3.494  -1.098
H  -3.578  1.613  -0.377
H  -4.545  2.760  1.443
H  -6.306  2.853  1.687

Computed properties:
Kohn-Sham gap in eV: 8.590
LUMO level in eV: 0.622
Total charge: 0
SMILES string: COc1ccc2[nH]cc(CCNC(=O)C3CCCCC3)c2c1

Short version: i is the least stable of them.

## i
An isolated molecule of C3H4OS2, computed with ωB97M-V/def2-TZVPD.

CARTESIAN COORDINATES (ANGSTROEM)
C  0.842  0.325  0.058
C  -0.278  -0.614  0.172
C  -1.522  -0.133  -0.443
H  3.200  0.635  0.559
H  -0.104  -1.633  0.286
H  -2.198  -0.949  -0.869
H  -1.571  0.814  -0.980
O  -1.352  -0.017  0.960
S  2.399  -0.385  0.117
S  0.582  1.956  0.140

Computed properties:
Kohn-Sham gap in eV: 8.175
LUMO level in eV: -0.602
Total charge: 0
SMILES string: S=C(S)[C@@H]1CO1

## ii
A 2-piece molecular cluster, C3H4OS2 overall, computed with ωB97M-V/def2-TZVPD.

CARTESIAN COORDINATES (ANGSTROEM)
C  0.970  1.284  1.717
C  -0.204  0.137  -1.258
C  -1.134  -0.734  -0.429
O  0.760  0.658  -0.820
S  1.433  -0.310  2.213
S  2.702  1.281  1.748
H  -0.326  0.280  -2.349
H  -0.629  -1.441  0.057
H  -1.899  -1.134  -1.189
H  -1.672  -0.022  0.309

Computed properties:
Kohn-Sham gap in eV: 8.470
LUMO level in eV: -0.266
Total charge: 0

## iii
A 2-piece molecular cluster, C3H4OS2 overall, computed with ωB97M-V/def2-TZVPD.

CARTESIAN COORDINATES (ANGSTROEM)
C  0.528  0.788  -0.183
C  0.206  -0.455  -0.660
C  0.110  -1.687  0.027
O  0.324  -3.077  2.353
S  0.352  -3.318  -0.657
S  1.113  -2.703  1.196
H  0.648  1.528  -0.950
H  0.666  1.175  0.795
H  -0.185  -0.610  -1.723
H  -1.481  -1.643  1.256

Computed properties:
Kohn-Sham gap (spin up / spin down) in eV: 8.221 / 7.919
LUMO level (spin up / spin down) in eV: -1.088 / -0.656
Total charge: 0

Short version: iii is the least stable of them.

## i
A 12-piece molecular cluster, C26H76O12 overall, computed with ωB97M-V/def2-TZVPD.

CARTESIAN COORDINATES (ANGSTROEM)
C  7.129  4.255  4.582
O  6.668  2.933  4.425
H  8.040  4.348  3.990
H  6.464  5.002  4.149
H  7.246  4.535  5.630
H  7.022  2.343  5.094
C  -2.592  -6.958  -5.813
O  -2.374  -8.308  -6.222
H  -1.706  -6.340  -5.957
H  -3.266  -6.497  -6.536
H  -2.905  -6.796  -4.782
H  -1.667  -8.324  -6.871
C  7.559  0.568  -7.222
O  8.687  0.384  -6.426
H  6.810  1.208  -6.757
H  7.746  1.011  -8.201
H  7.192  -0.446  -7.382
H  8.483  0.036  -5.555
C  5.249  -5.704  -5.624
O  4.594  -6.990  -5.821
H  4.456  -5.068  -6.016
H  5.622  -5.522  -4.616
H  6.079  -5.624  -6.327
H  5.282  -7.644  -5.680
C  8.022  -2.201  0.061
O  7.772  -1.704  -1.280
H  8.917  -2.780  0.289
H  8.015  -1.608  0.975
H  7.290  -2.972  0.304
H  6.813  -1.690  -1.306
C  1.685  0.317  -2.334
C  1.049  -0.156  -1.016
C  -0.066  -1.238  -1.381
O  2.206  -0.646  -0.458
H  2.588  0.926  -2.289
H  1.055  0.793  -3.085
H  2.031  -0.600  -2.811
H  0.617  0.677  -0.460
H  -0.252  -1.739  -0.432
H  0.453  -1.866  -2.106
H  -0.860  -0.684  -1.881
H  2.753  0.131  -0.323
C  2.834  0.492  8.806
C  1.351  0.860  8.351
C  0.919  2.283  8.703
O  1.318  0.730  6.913
H  3.310  -0.316  8.250
H  2.906  0.184  9.849
H  3.463  1.381  8.739
H  0.785  0.088  8.873
H  1.646  3.048  8.429
H  0.796  2.445  9.774
H  0.004  2.624  8.220
H  1.954  1.315  6.494
C  -8.330  -2.557  1.965
C  -9.680  -3.084  2.401
C  -10.534  -3.469  1.214
O  -9.525  -4.128  3.311
H  -7.661  -3.291  1.517
H  -7.757  -2.124  2.785
H  -8.550  -1.763  1.251
H  -10.184  -2.347  3.027
H  -11.419  -4.047  1.483
H  -9.949  -4.119  0.564
H  -10.823  -2.597  0.628
H  -8.663  -4.502  3.116
C  -3.129  2.552  -9.796
C  -1.796  1.736  -9.890
C  -2.136  0.260  -9.470
O  -1.376  1.889  -11.230
H  -3.972  2.205  -10.392
H  -3.072  3.594  -10.112
H  -3.599  2.555  -8.813
H  -0.942  2.152  -9.355
H  -2.925  -0.256  -10.017
H  -2.520  0.277  -8.450
H  -1.203  -0.300  -9.426
H  -2.054  2.511  -11.505
C  -4.236  5.030  3.162
C  -5.526  4.562  3.950
C  -5.851  5.548  5.105
O  -6.665  4.659  3.018
H  -4.527  5.229  2.130
H  -3.441  4.284  3.180
H  -3.669  5.921  3.432
H  -5.404  3.551  4.338
H  -6.839  5.381  5.533
H  -5.706  6.606  4.885
H  -5.198  5.383  5.962
H  -7.523  4.439  3.388
C  2.775  7.950  -0.295
C  1.819  9.145  -0.124
C  2.057  9.893  1.241
O  2.048  10.020  -1.140
H  2.881  7.292  0.567
H  3.835  8.203  -0.298
H  2.622  7.341  -1.186
H  0.781  8.825  -0.221
H  1.476  10.814  1.203
H  3.093  10.216  1.350
H  1.635  9.220  1.987
H  3.005  10.007  -1.213
C  -1.202  -7.236  4.876
C  -1.200  -7.946  3.513
C  0.222  -8.177  3.157
O  -1.862  -9.206  3.642
H  -0.685  -7.691  5.721
H  -2.232  -7.107  5.211
H  -0.830  -6.213  4.834
H  -1.626  -7.199  2.843
H  0.438  -8.459  2.126
H  0.727  -8.918  3.776
H  0.772  -7.259  3.364
H  -1.354  -9.750  4.248

Computed properties:
Kohn-Sham gap in eV: 10.208
LUMO level in eV: 0.156
Total charge: 0
SMILES string: CC(C)O.CC(C)O.CC(C)O.CC(C)O.CC(C)O.CC(C)O.CC(C)O.CO.CO.CO.CO.CO

## ii
A 12-piece molecular cluster, C26H76O12 overall, computed with ωB97M-V/def2-TZVPD.

CARTESIAN COORDINATES (ANGSTROEM)
C  -0.025  -0.468  -0.558
O  0.596  0.675  -0.661
H  0.663  -1.170  -0.156
H  -0.483  -0.900  -1.503
H  -0.844  -0.299  0.148
H  -0.074  1.336  -0.642
C  -4.628  0.528  2.263
O  -3.656  1.530  1.817
H  -4.160  -0.377  2.587
H  -5.248  0.176  1.471
H  -5.262  0.777  3.195
H  -3.211  1.293  0.980
C  3.308  -3.438  -0.285
O  1.947  -3.428  -0.288
H  3.623  -2.665  0.406
H  3.666  -3.187  -1.281
H  3.520  -4.448  0.126
H  1.534  -3.802  0.469
C  -2.824  1.044  -1.917
O  -2.693  1.660  -0.643
H  -2.673  1.876  -2.706
H  -3.831  0.740  -1.906
H  -2.084  0.220  -2.089
H  -3.127  2.521  -0.747
C  -1.120  -1.105  3.555
O  -1.341  -2.463  3.449
H  -1.984  -0.490  3.362
H  -0.469  -0.614  2.860
H  -0.855  -0.991  4.529
H  -2.115  -2.578  2.904
C  -2.980  -4.607  -2.963
C  -3.602  -3.280  -3.094
C  -2.671  -2.254  -3.454
O  -4.648  -3.264  -3.803
H  -2.503  -4.991  -3.845
H  -3.765  -5.278  -2.801
H  -2.202  -4.646  -2.186
H  -4.048  -3.081  -2.069
H  -3.011  -1.209  -3.472
H  -2.237  -2.318  -4.500
H  -1.796  -2.167  -2.914
H  -5.218  -3.892  -3.350
C  0.690  2.194  4.097
C  -0.633  2.588  3.393
C  -0.533  2.580  1.898
O  -1.708  1.948  3.658
H  0.964  1.327  3.582
H  0.561  1.958  5.128
H  1.422  2.964  3.869
H  -0.842  3.608  3.562
H  0.032  3.454  1.533
H  -1.398  2.518  1.313
H  0.060  1.751  1.573
H  -2.303  2.128  2.934
C  0.851  -1.536  -4.069
C  2.050  -1.131  -3.181
C  3.303  -1.277  -4.066
O  2.033  0.077  -2.898
H  -0.101  -1.337  -3.637
H  0.945  -2.583  -4.248
H  0.847  -1.179  -5.084
H  2.080  -1.825  -2.398
H  4.172  -0.995  -3.424
H  3.346  -0.645  -4.934
H  3.483  -2.268  -4.417
H  1.645  0.222  -2.044
C  -3.266  -1.642  0.395
C  -2.833  -3.047  0.608
C  -1.313  -3.251  0.167
O  -3.133  -3.320  1.744
H  -2.683  -0.937  0.970
H  -4.351  -1.452  0.329
H  -3.041  -1.475  -0.702
H  -3.455  -3.591  -0.109
H  -0.635  -2.683  0.848
H  -1.057  -3.046  -0.810
H  -1.009  -4.326  0.156
H  -4.094  -3.430  1.780
C  0.306  5.015  -2.988
C  0.083  4.090  -1.807
C  -0.869  4.824  -0.845
O  -0.643  3.104  -2.023
H  0.591  6.060  -2.659
H  -0.610  5.043  -3.559
H  0.998  4.591  -3.685
H  0.970  3.685  -1.336
H  -1.401  5.623  -1.297
H  -0.462  5.229  0.037
H  -1.660  4.167  -0.466
H  -0.320  2.570  -2.720
C  2.803  2.483  0.871
C  4.076  3.250  1.009
C  5.269  2.372  0.840
O  4.297  4.248  0.227
H  1.867  3.023  0.831
H  2.964  1.735  1.671
H  2.893  1.906  0.022
H  4.147  3.639  2.037
H  5.598  2.124  -0.180
H  5.264  1.486  1.388
H  6.115  2.892  1.336
H  3.483  4.782  0.080
C  2.241  -0.862  2.000
C  3.088  -1.338  3.146
C  4.054  -0.262  3.519
O  2.538  -1.741  4.210
H  2.908  -0.842  1.196
H  1.693  0.085  2.152
H  1.624  -1.716  1.719
H  3.652  -2.250  2.773
H  4.639  -0.433  4.403
H  3.563  0.699  3.623
H  4.770  -0.075  2.721
H  1.899  -2.511  3.961

Computed properties:
Kohn-Sham gap in eV: 9.083
LUMO level in eV: 0.084
Total charge: 0
SMILES string: CC(C)O.CC(C)O.CC(C)O.CC(C)O.CC(C)O.CC(C)O.CC(C)O.CO.CO.CO.CO.CO

Short version: ii is the least stable of them.

## i
An isolated molecule of H2N2O3Si, computed with ωB97M-V/def2-TZVPD.

CARTESIAN COORDINATES (ANGSTROEM)
N  -1.923  -0.850  0.223
N  -0.593  1.325  -1.462
O  -3.036  -0.915  -0.147
O  -0.564  1.141  -2.668
O  -0.594  2.447  -0.985
Si  -0.438  -0.089  -0.249
H  0.290  -0.947  -1.098
H  -0.071  0.581  1.129

Computed properties:
Kohn-Sham gap (spin up / spin down) in eV: 8.355 / 8.304
LUMO level (spin up / spin down) in eV: -1.129 / -1.264
Total charge: 0
SMILES string: O=N[SiH2][N+](=O)[O-]

## ii
A 2-piece molecular cluster, H2N2O3Si overall, computed with ωB97M-V/def2-TZVPD.

CARTESIAN COORDINATES (ANGSTROEM)
N  4.746  -0.522  -0.429
N  4.833  0.352  0.366
O  4.808  -1.699  -0.751
O  4.755  1.531  0.448
O  1.419  -0.072  0.450
Si  0.008  0.219  -0.060
H  -0.667  1.070  -0.964
H  -0.836  -0.850  0.221

Computed properties:
Kohn-Sham gap in eV: 8.845
LUMO level in eV: -0.761
Total charge: 0
SMILES string: O=[SiH2].O=NN=O

Short version: ii is the least stable of them.

## i
An isolated molecule of C8H11NO2S, computed with ωB97M-V/def2-TZVPD.

CARTESIAN COORDINATES (ANGSTROEM)
C  1.008  -1.934  -0.379
C  0.046  -0.862  0.192
C  -1.301  -1.062  -0.749
C  -2.293  0.029  -0.519
C  0.386  0.575  0.190
C  0.039  1.531  1.112
C  0.541  2.790  0.801
C  1.339  2.843  -0.369
H  3.152  -2.315  -0.324
H  2.317  -2.771  1.217
H  1.219  -1.388  -1.364
H  0.504  -2.772  -0.594
H  -0.449  -1.038  1.113
H  -1.920  -2.004  -0.656
H  -0.882  -0.728  -1.758
H  -3.310  0.610  1.159
H  -0.450  1.277  2.013
H  0.509  3.830  1.352
H  1.599  3.580  -1.179
N  2.321  -2.035  0.336
O  -2.863  -0.373  0.710
O  -2.659  1.050  -1.194
S  1.148  1.167  -1.111

Computed properties:
Kohn-Sham gap in eV: 9.199
LUMO level in eV: 0.580
Total charge: 0
SMILES string: NC[C@H](CC(=O)O)c1cccs1

## ii
A 2-piece molecular cluster, C8H11NO2S overall, computed with ωB97M-V/def2-TZVPD.

CARTESIAN COORDINATES (ANGSTROEM)
C  -2.542  -0.484  -2.595
C  -3.398  0.467  -2.018
C  -0.991  0.271  -1.178
C  0.115  -1.201  1.052
C  -0.057  -0.088  2.129
C  1.236  0.996  0.496
C  0.707  -0.392  -0.055
C  2.708  1.072  0.878
N  -1.316  -0.633  -1.986
O  0.322  1.172  1.530
O  1.554  -0.976  -0.998
S  -2.444  1.282  -0.819
H  -2.700  -1.249  -3.377
H  -4.389  0.802  -2.056
H  0.906  -2.034  1.376
H  -0.708  -1.947  0.798
H  -1.104  0.016  2.520
H  0.566  -0.234  3.040
H  0.947  1.779  -0.217
H  3.312  1.070  -0.095
H  3.005  0.228  1.507
H  2.982  2.018  1.341
H  1.290  -1.938  -1.273

Computed properties:
Kohn-Sham gap in eV: 9.214
LUMO level in eV: 0.590
Total charge: 0

Short version: ii is the least stable of them.

## i
A 2-piece molecular cluster, C8H10O overall, computed with ωB97M-V/def2-TZVPD.

CARTESIAN COORDINATES (ANGSTROEM)
C  -0.077  0.724  2.446
C  -0.525  0.494  1.352
C  1.699  -2.227  0.606
C  -1.749  -0.266  -2.188
C  1.181  -2.824  1.478
C  -1.479  -0.374  -0.681
C  1.305  2.050  -0.021
C  -0.561  0.365  -0.073
O  0.300  1.309  -0.752
H  0.013  0.581  3.536
H  2.199  -1.712  -0.171
H  -1.878  -1.277  -2.753
H  -2.647  0.304  -2.624
H  -0.935  0.256  -2.711
H  0.496  -3.420  2.070
H  -2.089  -0.914  -0.033
H  0.910  2.668  0.863
H  1.576  2.801  -0.670
H  2.261  1.463  0.323

Computed properties:
Kohn-Sham gap in eV: 9.575
LUMO level in eV: 1.017
Total charge: 0
SMILES string: C#C/C(=C/C)OC.C#C

## ii
An isolated molecule of C8H10O, computed with ωB97M-V/def2-TZVPD.

CARTESIAN COORDINATES (ANGSTROEM)
C  1.603  0.980  -0.897
C  0.862  1.834  -0.221
C  1.718  -0.344  -0.638
C  0.012  1.499  0.940
C  -1.384  0.017  -0.688
C  -0.990  0.338  0.686
C  -0.487  -0.885  0.077
C  -0.409  -2.365  0.282
O  2.490  -1.264  -0.605
H  2.153  1.426  -1.745
H  0.896  2.931  -0.515
H  0.565  1.318  1.850
H  -0.633  2.308  1.074
H  -2.459  -0.288  -0.794
H  -1.081  0.644  -1.564
H  -1.692  0.189  1.569
H  -1.114  -2.974  -0.299
H  -0.694  -2.779  1.372
H  0.644  -2.585  0.116

Computed properties:
Kohn-Sham gap (spin up / spin down) in eV: 7.487 / 7.485
LUMO level (spin up / spin down) in eV: 0.053 / 0.052
Total charge: 0

Short version: i is the least stable of them.